ORCA calculation (the ωB97M-V functional and the def2-TZVPD basis) on a molecular structure, C2H6FInO2.

ORCA input file:
```
! RIJCOSX wB97M-V def2-TZVPD def2/J DEFGRID3
* xyz 2 1
In 0.68997 -1.21298 2.52411
F 3.55971 -1.14828 1.68154
C 0.11168 0.04576 -0.92342
C -1.00661 0.74992 -0.16968
O -1.72745 -0.22632 0.52612
O 1.29886 -0.10759 -0.17121
H 0.28109 0.53104 -1.88462
H -0.12151 -0.97403 -1.22961
H -1.78912 1.24252 -0.74686
H -0.60847 1.42097 0.59142
H -2.65498 -0.00141 0.62954
H 1.96681 -0.31963 -0.82732
*
```

Calculated values
**F_max**: 2.2 eV/A
**Relative energy (zero: lowest compared OMol25 entry of this formula, charge and spin)**: 102.83 kcal/mol
**E**: -519.251814 hartree
**LUMO**: -16.1 eV

ORCA calculation (the ωB97M-V functional and the def2-TZVPD basis) on 2 unconnected molecules or ions with the total composition C4H7NO.

ORCA input file:
```
! RIJCOSX wB97M-V def2-TZVPD def2/J DEFGRID3
* xyz 0 1
O 1.36473 -0.43154 2.01841
C 0.58923 0.57083 -0.85206
C 0.00286 -0.78267 -1.05779
C -0.71391 0.18548 -0.14935
C -1.94469 0.81930 -0.58101
N -2.93340 1.35135 -0.86949
H 1.30064 -1.22921 2.55636
H 1.54384 0.64175 -0.33440
H 0.47978 1.29795 -1.65286
H 0.49174 -1.60762 -0.54446
H -0.45878 -1.01529 -2.00795
H 1.03536 0.28614 2.57363
H -0.75739 -0.08647 0.90096
*
```

Calculated values
**F_max**: 1.2 eV/A
**Relative energy (zero: lowest compared OMol25 entry of this formula, charge and spin)**: 41.37 kcal/mol
**E**: -286.565719 hartree
**LUMO**: 0.4 eV

ORCA calculation (the ωB97M-V functional and the def2-TZVPD basis) on 6 unconnected molecules or ions with the total composition C24H63N3O9.

ORCA input file:
```
! RIJCOSX wB97M-V def2-TZVPD def2/J DEFGRID3
* xyz 0 1
C 1.01740 4.21987 4.17467
O 1.56640 4.64087 2.94167
C 0.95140 4.01987 1.84267
C 1.77340 4.03887 0.59567
N 1.40240 3.08987 -0.44533
C 2.01740 3.23487 -1.73533
C 1.39140 2.30587 -2.78833
O 1.93940 2.34887 -3.86333
C 1.68040 1.28287 -4.71033
H -0.07060 4.30187 4.21567
H 1.23140 4.98287 4.93867
H 1.33640 3.27587 4.40267
H -0.13560 4.20787 1.75567
H 0.95340 2.95587 2.08367
H 2.86540 3.83187 0.81267
H 1.66040 5.08787 0.35467
H 1.51440 2.15587 0.00067
H 3.04340 2.98887 -1.79833
H 1.91040 4.23587 -2.11533
H 0.38340 2.52487 -3.03533
H 1.28340 1.25387 -2.37633
H 0.57840 1.11787 -4.93333
H 1.99840 0.26787 -4.28333
H 2.21140 1.37187 -5.66333
C 2.98540 1.11287 1.99767
O 2.16240 0.74887 0.98067
C 1.00740 -0.02213 1.28867
C 0.30440 -0.61013 0.12467
N -1.10260 -0.97613 0.58367
C -1.78060 -1.56513 -0.55333
C -3.17760 -2.03413 -0.26533
O -4.04160 -2.20213 -1.11633
C -4.23760 -0.97913 -1.88333
H 3.46840 0.19287 2.47767
H 2.59340 1.74487 2.73967
H 3.78540 1.73187 1.56367
H 0.36540 0.62887 1.82667
H 1.34040 -0.83213 2.02567
H 1.00340 -1.38913 -0.22233
H 0.27040 0.17187 -0.72133
H -1.06460 -1.70713 1.20967
H -1.37660 -2.43013 -0.98933
H -1.74260 -0.73713 -1.24333
H -3.49360 -1.29113 0.46167
H -3.17560 -2.90613 0.38267
H -4.95560 -1.15113 -2.66533
H -3.41660 -0.53513 -2.47533
H -4.68460 -0.23113 -1.14833
C 0.09440 -1.73913 -3.59933
O 1.23640 -2.10213 -2.87633
C 1.53140 -3.51013 -2.96433
C 2.56740 -3.80013 -1.94933
N 2.93140 -5.23513 -1.89033
C 4.02240 -5.42313 -0.91733
C 3.97340 -6.79813 -0.34433
O 4.82640 -7.17313 0.50767
C 6.06840 -7.45213 0.04267
H -0.60260 -2.51113 -3.50233
H 0.26640 -1.91913 -4.65633
H -0.38860 -0.81713 -3.29433
H 1.85740 -3.85913 -3.93933
H 0.68440 -4.07513 -2.71133
H 2.02140 -3.50913 -1.03833
H 3.42240 -3.14913 -2.02733
H 3.37540 -5.50113 -2.83833
H 3.54940 -4.82213 -0.04233
H 4.95540 -5.00913 -1.33933
H 3.85140 -7.47013 -1.20133
H 3.02740 -6.92913 0.23867
H 6.75040 -7.69713 0.78767
H 6.55240 -6.66813 -0.48933
H 5.90040 -8.24813 -0.66633
C -2.06660 2.14587 -1.33933
C -1.99560 2.42487 0.05867
O -2.69060 1.36187 0.65467
H -1.51060 1.32687 -1.78833
H -1.80360 3.08887 -1.95033
H -3.03360 2.03887 -1.71733
H -2.32160 3.45187 0.17167
H -0.95760 2.33687 0.43467
H -2.26160 0.44187 0.52767
C -4.83060 -0.00713 2.59467
C -5.48560 0.91487 1.72267
O -5.03260 2.26787 1.91067
H -5.12060 -0.99113 2.30467
H -5.23060 0.30787 3.59267
H -3.74860 0.13187 2.61467
H -6.51960 0.83087 1.75667
H -5.10360 0.61587 0.68667
H -4.23660 2.35687 1.40367
C -2.84760 4.32587 3.27467
C -2.74460 3.17987 4.11567
O -1.67960 2.42887 3.76167
H -2.98960 3.98087 2.22667
H -2.02360 4.99687 3.38467
H -3.77460 4.88287 3.39767
H -3.65260 2.58187 4.04367
H -2.45760 3.43087 5.18567
H -1.89560 2.08887 2.93167
*
```

Calculated values
**F_max**: 13.0 eV/A
**Relative energy (zero: lowest compared OMol25 entry of this formula, charge and spin)**: 179.63 kcal/mol
**E**: -1793.194841 hartree
**LUMO**: 0.5 eV

ORCA calculation (the ωB97M-V functional and the def2-TZVPD basis) on a molecular structure, C18H35F3O7Zn.

ORCA input file:
```
! RIJCOSX wB97M-V def2-TZVPD def2/J DEFGRID3
* xyz 0 1
Zn 0.06571 -0.48203 -0.48027
C -0.03615 -0.00289 2.73841
O -0.90237 1.14738 2.82547
O -0.03745 -0.45405 1.50725
C 1.33058 0.37199 3.30532
F 2.14176 -0.68978 3.35347
F 1.95137 1.34395 2.59000
F 1.24280 0.85304 4.56701
C -1.60629 1.29331 4.03570
C -2.72060 2.29737 3.79441
H -3.52315 1.84669 3.20414
H -3.23406 2.54378 4.72844
H -2.34397 3.19780 3.31560
H -0.93207 1.65156 4.82238
H -2.04804 0.38300 4.46243
H -0.44717 -0.75082 3.43682
C 1.98996 -1.85256 -3.61168
C 1.14628 -0.60579 -3.60479
O 0.42150 -0.44028 -2.44110
H 2.46105 -2.00421 -4.59478
H 1.37816 -2.73500 -3.38667
H 2.84840 -1.92035 -2.93632
H 0.43956 -0.59903 -4.44517
H 1.86757 0.22361 -3.75725
C 4.46117 -0.33994 0.99026
C 3.44221 -0.06488 -0.09209
O 2.41381 -0.68210 -0.10738
C 3.83206 0.88740 -1.20954
H 3.93844 -0.30725 1.94116
H 5.31582 0.33719 1.00027
H 4.89000 -1.33569 0.86146
H 4.21138 1.77890 -0.70659
H 2.93240 1.06744 -1.79500
H 4.64977 0.45550 -1.78341
C 1.59786 3.34492 0.48572
C 0.39181 2.84250 -0.24325
O 0.25105 1.68644 -0.54375
C -0.62349 3.85557 -0.71614
H 2.07023 4.20108 -0.00057
H 2.34975 2.56496 0.56026
H 1.33808 3.66052 1.49849
H -0.39685 4.17162 -1.73541
H -0.67805 4.75080 -0.09647
H -1.60608 3.38395 -0.71861
C -3.86416 1.25175 -0.71959
C -3.05019 0.08824 -1.18653
O -1.96827 -0.12330 -0.67537
C -3.61834 -0.89073 -2.16789
H -3.88682 2.02854 -1.48321
H -3.45400 1.65029 0.20901
H -4.85910 0.91001 -0.42296
H -3.02321 -1.00020 -3.07065
H -4.58966 -0.50021 -2.49523
H -3.81848 -1.83732 -1.67570
C -0.69321 -4.80305 0.38380
C -0.83058 -3.65803 -0.57293
O -0.14941 -2.67000 -0.42628
C -1.52969 -3.92569 -1.87644
H -0.14727 -5.59010 -0.14606
H -1.62120 -5.26030 0.72910
H -0.09992 -4.53047 1.25397
H -1.35549 -3.08974 -2.55171
H -2.60501 -4.09762 -1.83684
H -1.07074 -4.82769 -2.28674
*
```

Calculated values
**F_max**: 1.6 eV/A
**Relative energy (zero: lowest compared OMol25 entry of this formula, charge and spin)**: 0.00 kcal/mol
**E**: -3312.448409 hartree
**LUMO**: 0.4 eV

ORCA calculation (the ωB97M-V functional and the def2-TZVPD basis) on C2H4ClNO3 in the gas phase.

ORCA input file:
```
! RIJCOSX wB97M-V def2-TZVPD def2/J DEFGRID3
* xyz 0 1
C -1.36890 -0.25434 0.67595
C 0.34316 -0.10800 0.09404
N 0.63161 0.78039 -1.05835
O -0.07706 1.72469 -1.26511
O 1.64197 0.48202 -1.65477
O 0.85292 -1.32935 -0.04722
Cl 1.16961 0.84003 1.44300
H -1.37222 -1.12995 1.30280
H -1.61153 0.66848 1.17615
H -1.95383 -0.39223 -0.22695
H 1.74426 -1.28174 -0.43954
*
```

Calculated values
**F_max**: 5.0 eV/A
**Relative energy (zero: lowest compared OMol25 entry of this formula, charge and spin)**: 98.50 kcal/mol
**E**: -819.153252 hartree
**LUMO**: -0.4 eV

ORCA calculation (the ωB97M-V functional and the def2-TZVPD basis) on a molecular structure, CMoNO5S5.

ORCA input file:
```
! RIJCOSX wB97M-V def2-TZVPD def2/J DEFGRID3
* xyz 1 1
Mo 0.37459 -0.13783 -0.54490
S 4.04189 -2.77761 0.56635
C 2.55907 -2.46734 0.61978
S 2.07875 -0.31428 -1.81216
S 0.97229 -2.25927 0.76987
O -1.95684 1.22009 0.87332
S -2.14416 0.32319 -0.32767
O -3.45777 0.21553 -0.78458
O -1.08339 0.80974 -1.34971
O -1.41378 -0.96539 0.01013
O -0.31752 3.11561 0.05434
S -0.34962 2.22032 1.16305
N 0.69650 1.01724 0.76218
*
```

Calculated values
**F_max**: 3.6 eV/A
**E**: -2527.881373 hartree
**LUMO**: -6.7 eV

ORCA calculation (the ωB97M-V functional and the def2-TZVPD basis) on 15 unconnected molecules or ions with the total composition C4H40N2O14S.

ORCA input file:
```
! RIJCOSX wB97M-V def2-TZVPD def2/J DEFGRID3
* xyz 0 1
N 0.41593 -0.73823 2.06050
C -0.05579 -0.80382 0.66774
C 1.26557 -1.24006 -0.28219
C 1.29990 -2.56170 -0.97306
S 1.29805 -2.84890 -2.79063
C -0.75170 0.56877 0.25935
N -1.30392 0.74482 -1.05684
H 1.33860 -0.25119 2.19831
H -0.25231 -0.24353 2.56967
H -0.76039 -1.61303 0.44827
H 2.13779 -1.10606 0.47778
H 1.46988 -0.39736 -0.95374
H 0.27273 -3.10915 -0.78792
H 1.99336 -3.34789 -0.48303
H 0.37941 -2.21416 -3.52105
H 0.00375 1.32546 0.54272
H -1.59126 0.86036 0.95656
H -1.76751 -0.08231 -1.39412
H -0.65495 0.84557 -1.84878
H 1.98011 3.53093 1.78300
H 1.47657 3.79971 3.26004
O 1.21163 3.89581 2.35212
H -1.67034 -4.60231 -0.46600
H -0.68683 -5.07822 0.39858
O -0.76256 -4.73249 -0.52042
H -2.04896 -1.82549 2.87820
H -3.01877 -2.73094 2.95906
O -2.11210 -2.75345 2.73417
H -2.82182 2.29350 -0.03000
H -4.08633 2.22326 -0.90774
O -3.87880 2.13198 0.01247
H -0.28552 2.67239 -2.27552
H -0.12358 3.12025 -0.91033
O 0.41581 3.01764 -1.75660
H 0.74152 -3.73574 0.78618
H 0.41388 -3.24793 2.17506
O 1.07294 -3.73000 1.72055
H -2.14427 0.92226 3.96408
H -3.22547 0.63083 3.06030
O -2.48473 0.14948 3.61455
H 0.88447 -0.22887 -3.65810
H 1.77875 0.79200 -2.65437
O 1.20964 0.66696 -3.33475
H -0.87799 1.23891 -3.95622
H -1.84416 2.13919 -3.13277
O -1.76897 1.40226 -3.85046
H 3.47688 1.59617 1.64885
H 4.30702 2.80902 1.35216
O 3.57738 2.53421 1.90399
H 3.91438 -0.66909 -0.98951
H 4.12507 0.20891 -2.23777
O 3.51273 -0.27902 -1.73418
H 2.40349 -2.14636 1.65390
H 3.69675 -2.95782 2.26520
O 3.35091 -2.16155 1.95921
H -0.88175 4.44947 0.16089
H -0.80105 3.38667 1.27014
O -1.09828 3.65875 0.48761
H -4.23901 0.73868 -2.22293
H -3.41221 1.48610 -3.25308
O -4.01356 1.59630 -2.59911
*
```

Calculated values
**F_max**: 7.0 eV/A
**Relative energy (zero: lowest compared OMol25 entry of this formula, charge and spin)**: 118.98 kcal/mol
**E**: -1737.269587 hartree
**LUMO**: 0.0 eV

ORCA calculation (the ωB97M-V functional and the def2-TZVPD basis) on a molecular structure, C23H23BrN4O6.

ORCA input file:
```
! RIJCOSX wB97M-V def2-TZVPD def2/J DEFGRID3
* xyz 0 1
C -4.30320 -1.04589 -1.78120
C -3.41786 -2.22511 -1.53812
O -2.09037 -1.73284 -1.15040
C -1.23788 -2.77523 -1.16072
O -1.57555 -3.93874 -1.32782
N 0.07707 -2.33122 -1.03075
C 1.14705 -3.11603 -1.55049
C 1.16916 -4.48024 -1.80556
C 2.42231 -5.08668 -2.03480
C 3.58760 -4.29446 -2.03257
C 3.51982 -2.91498 -1.74908
Br 5.13450 -1.91707 -1.50052
C 2.28572 -2.29146 -1.56879
C 1.84273 -1.01091 -0.97733
N 2.55004 0.03917 -0.41741
O 3.53403 0.68276 -0.80618
O 2.04032 0.37119 0.78879
C 0.55213 -1.08102 -0.65450
H -5.22664 -1.36418 -2.28229
H -4.59578 -0.60320 -0.82077
H -3.77739 -0.29592 -2.39612
H -3.75687 -2.87817 -0.73182
H -3.33660 -2.85086 -2.43537
H 0.23410 -5.03106 -1.80259
H 2.48003 -6.16622 -2.19247
H 4.55867 -4.77875 -2.20193
H -0.01708 -0.23091 0.08104
C -3.07531 1.54130 -0.38826
O -1.65047 1.41552 -0.19588
C -0.89241 2.54961 -0.15905
C 0.04512 2.58236 0.87324
N 0.13145 1.43936 1.69397
C 0.40444 0.15091 1.16566
N 0.27236 -0.70367 2.24413
C -0.33145 -2.02644 2.30565
C 0.40899 0.04092 3.39695
C 0.35989 1.35834 3.05052
C 0.81319 3.73663 1.09935
O 1.74253 3.61352 2.07344
C 2.55125 4.75248 2.44370
C 0.60038 4.87023 0.29667
C -0.35472 4.82976 -0.72043
C -1.11297 3.68163 -0.95941
H -3.48215 0.63017 0.04583
H -3.48265 2.42005 0.13287
H -3.27689 1.58596 -1.46452
H -0.78998 -2.33105 1.35696
H 0.43952 -2.75554 2.61111
H -1.15237 -2.02597 3.05234
H 0.49032 -0.45759 4.35143
H 0.53456 2.22220 3.66653
H 3.22600 4.36815 3.20962
H 3.12502 5.12892 1.58578
H 1.91677 5.54355 2.86752
H 1.15980 5.78294 0.49824
H -0.51774 5.71702 -1.33632
H -1.90252 3.68675 -1.71783
*
```

Calculated values
**F_max**: 6.8 eV/A
**Relative energy (zero: lowest compared OMol25 entry of this formula, charge and spin)**: 67.92 kcal/mol
**E**: -4134.383577 hartree
**LUMO**: -0.8 eV

ORCA calculation (the ωB97M-V functional and the def2-TZVPD basis) on a molecular structure, C3H5N3O.

ORCA input file:
```
! RIJCOSX wB97M-V def2-TZVPD def2/J DEFGRID3
* xyz 0 1
C -0.47821 -0.21694 -0.31616
C 0.50653 1.60678 0.42427
C 0.84724 -0.21859 -0.51424
H -1.40898 -1.44358 1.31825
H -1.78918 -2.17606 -0.56225
H -1.68620 1.38753 0.22016
H 0.66504 2.51765 1.01430
H 2.53513 -0.90317 -1.07439
N -1.65202 -1.13186 0.08298
N -0.57654 0.94999 0.42576
N 1.45984 0.88836 -0.16178
O 1.57735 -1.26012 -0.85690
*
```

Calculated values
**F_max**: 10.4 eV/A
**Relative energy (zero: lowest compared OMol25 entry of this formula, charge and spin)**: 106.11 kcal/mol
**E**: -356.688272 hartree
**LUMO**: 0.6 eV

ORCA calculation (the ωB97M-V functional and the def2-TZVPD basis) on 5 unconnected molecules or ions with the total composition C3H16O4.

ORCA input file:
```
! RIJCOSX wB97M-V def2-TZVPD def2/J DEFGRID3
* xyz 0 1
C 2.40682 -2.16304 -2.28417
C 1.95601 -1.48912 -0.98295
C 0.54333 -1.89475 -0.53345
H 1.53295 -2.32131 -2.91176
H 3.16869 -1.51016 -2.71433
H 2.95229 -3.09292 -2.13597
H 2.68791 -1.72256 -0.20177
H 1.95392 -0.39634 -1.00628
H 0.20908 -1.51066 0.42356
H 0.45519 -2.98296 -0.54785
H -0.12250 -1.51128 -1.31027
H -1.71261 1.13639 -2.24967
H -0.98010 0.52344 -3.39211
O -1.82900 0.53661 -2.97113
H -2.16983 3.46804 0.66872
H -2.61015 2.51213 -0.37207
O -1.82509 2.81825 0.03922
H -0.56056 1.83160 2.52310
H -1.89365 1.86820 1.93056
O -1.48767 1.77069 2.80357
H 0.30332 -0.61855 2.83587
H 0.79420 -0.87071 4.23147
O 0.96652 -0.34413 3.46439
*
```

Calculated values
**F_max**: 1.6 eV/A
**Relative energy (zero: lowest compared OMol25 entry of this formula, charge and spin)**: 17.19 kcal/mol
**E**: -424.829430 hartree
**LUMO**: 0.3 eV

ORCA calculation (the ωB97M-V functional and the def2-TZVPD basis) on a gas-phase ion, C5H6NO (charge +1).

ORCA input file:
```
! RIJCOSX wB97M-V def2-TZVPD def2/J DEFGRID3
* xyz 1 1
C -0.08585 -1.23678 -0.27148
C -1.33957 -0.71290 -0.33751
C 1.18511 -1.20405 0.45551
C 0.06756 1.06193 0.20892
C -1.35962 0.78808 -0.36347
N 0.82949 -0.05735 -0.42282
O -2.25317 0.02813 0.45810
H 1.03999 -1.10733 1.45569
H 1.82110 -1.96926 0.04744
H 0.59443 2.08538 -0.03563
H 0.15565 0.75837 1.18983
H -1.93484 1.27465 -1.16285
H 1.27974 0.29114 -1.22173
*
```

Calculated values
**F_max**: 4.1 eV/A
**Relative energy (zero: lowest compared OMol25 entry of this formula, charge and spin)**: 177.04 kcal/mol
**E**: -323.587854 hartree
**LUMO (alpha / beta)**: -5.8 / -5.8 eV

ORCA calculation (the ωB97M-V functional and the def2-TZVPD basis) on a gas-phase ion, C2H5N4O2 (charge +1).

ORCA input file:
```
! RIJCOSX wB97M-V def2-TZVPD def2/J DEFGRID3
* xyz 1 1
O -1.11478 -2.03686 1.35932
O -0.14086 -1.84517 0.31249
C -0.75227 -0.95694 -0.59805
C -0.21995 0.42507 -0.34202
N -0.89439 1.54854 -0.06468
N -0.02134 2.50136 0.15449
N 1.16377 1.99865 0.01275
N 1.08515 0.71061 -0.31036
H -0.68665 -2.74288 1.87122
H -0.48761 -1.27430 -1.61183
H -1.83602 -0.94430 -0.48100
H 2.02493 2.52087 0.14872
H 1.88002 0.09536 -0.45106
*
```

Calculated values
**F_max**: 0.4 eV/A
**Relative energy (zero: lowest compared OMol25 entry of this formula, charge and spin)**: 69.38 kcal/mol
**E**: -448.283301 hartree
**LUMO**: -5.2 eV